Entry from the OMol25 dataset: the molecule C5H9N at a distorted geometry (ωB97M-V/def2-TZVPD).

Element x y z (Å)
1 C 1.4913 -0.0914 -0.0062
2 C 0.5920 1.1824 0.1658
3 C -0.6791 0.7411 -0.4609
4 C -1.6305 -0.0616 0.4912
5 C -0.5335 -0.6460 -0.4774
6 N 0.5752 -1.1121 0.3147
7 H 2.4786 -0.1513 0.4782
8 H 1.7511 -0.1700 -1.1542
9 H 1.1113 2.1761 -0.1400
10 H 0.7079 1.4180 1.1982
11 H -1.1522 1.2225 -1.2422
12 H -2.5787 -0.0091 0.0477
13 H -1.6393 -0.1452 1.5872
14 H -1.0708 -1.4527 -1.0998
15 H 0.9252 -1.8510 -0.1535

## Properties
**Calculated total energy**: -250.5516 hartree
**Max |F|**: 7.80 eV/A
**E_HOMO**: -8.488 eV
**Structure (SMILES)**: C1C[C@@H]2C[C@@H]2N1
**HOMO-LUMO gap**: 9.65 eV
**ΔE to the lowest compared entry with this formula, charge and spin**: 72.4 kcal per mole

Löwdin population analysis, charges in e, atoms 1 to 8: -0.243 -0.144 -0.247 -0.027 -0.323 -0.017 0.114 0.140